Version one
Density functional theory data (ωB97M-V/def2-TZVPD) for a 2-piece molecular cluster, C3H11NOS2 overall.

Positions of all 18 atoms, in Å:
C -0.27 0.09 -2.77
N 0.82 0.86 -2.12
C 1.18 0.33 -0.83
C 0.57 1.09 0.40
S -0.95 0.20 1.04
S -1.88 1.83 2.04
H 0.08 -0.78 -3.34
H -0.90 -0.30 -1.96
H -0.78 0.67 -3.54
H 0.42 1.79 -2.01
H 2.26 0.26 -0.68
H 0.80 -0.68 -0.64
H 1.19 0.90 1.28
H 0.60 2.14 0.11
H -2.96 1.17 2.41
O 0.26 -3.31 3.65
H 0.13 -2.56 3.08
H -0.58 -3.71 3.87

Calculated values
Kohn-Sham gap (eV): 8.6
Structure (SMILES): CNCCSS.O
HOMO level (eV): -8.4

Partial atomic charges computed with the natural (NBO) method, in multiples of e: -0.4183, -0.6218, -0.2268, -0.5130, 0.0347, -0.1457, 0.1887, 0.1798, 0.2037, 0.3502, 0.1999, 0.1878, 0.2212, 0.2224, 0.1381, -0.9474, 0.4744, 0.4719



Version two
Density functional theory data (ωB97M-V/def2-TZVPD) for a 2-piece molecular cluster, C3H11NOS2 overall.

Positions of all 18 atoms, in Å:
C -0.24 -0.74 -1.99
S 1.46 -1.09 -1.43
S 0.93 -2.31 0.26
C -0.37 -1.31 1.01
C 0.15 -0.17 1.91
N -0.13 1.20 1.71
H -0.96 -1.45 -1.62
H -0.67 0.11 -1.49
H -0.29 -0.63 -3.05
H -0.64 -2.16 1.64
H -1.19 -1.08 0.34
H 1.30 -0.25 2.02
H -0.15 -0.28 2.93
H -1.12 1.40 1.82
H 0.08 1.50 0.71
O 0.21 2.25 -1.63
H 1.05 1.86 -1.31
H 0.57 3.14 -1.83

Calculated values
Kohn-Sham gap (eV): 8.8
Structure (SMILES): CSSCCN.O
HOMO level (eV): -8.4

Partial atomic charges computed with the natural (NBO) method, in multiples of e: -0.7558, 0.0465, 0.1109, -0.5662, -0.2453, -0.8189, 0.2217, 0.2239, 0.2350, 0.2296, 0.2207, 0.1948, 0.1967, 0.3486, 0.3562, -0.9430, 0.4718, 0.4727



It is version one that is the least stable of them.



Version one
Density functional theory data (ωB97M-V/def2-TZVPD) for one molecule with the formula C6H9F.

Positions of all 16 atoms, in Å:
C -1.78 -0.09 -0.26
C -0.31 0.41 -0.46
C 0.84 0.21 0.60
C 2.07 1.10 0.13
C 2.80 -0.01 -0.06
F 4.09 -0.02 -0.35
C 1.76 -1.05 0.47
H -2.16 0.15 0.72
H -1.79 -1.19 -0.41
H -2.44 0.43 -1.03
H -0.34 1.57 -0.55
H 0.01 0.01 -1.35
H 0.65 0.42 1.64
H 2.15 2.17 -0.02
H 1.58 -1.74 -0.37
H 2.08 -1.66 1.24

Calculated values
Kohn-Sham gap (eV): 10.2
Structure (SMILES): CC[C@@H]1C=C(F)C1
HOMO level (eV): -9.1

Partial atomic charges computed with the natural (NBO) method, in multiples of e: -0.6100, -0.3800, -0.2095, -0.3032, 0.4061, -0.3118, -0.4548, 0.2047, 0.2021, 0.2129, 0.1913, 0.1980, 0.2085, 0.2187, 0.2081, 0.2189



Version two
Density functional theory data (ωB97M-V/def2-TZVPD) for a 2-piece molecular cluster, C6H9F overall.

Positions of all 16 atoms, in Å:
C 1.73 -0.36 -1.06
C 0.62 2.09 0.70
C 0.43 -0.61 -1.03
C -0.32 1.18 0.62
C -1.36 -1.21 0.62
C -0.46 -0.16 -0.04
F -1.85 0.50 -1.60
H 2.23 -0.78 -1.78
H 2.13 0.36 -0.40
H 0.35 2.85 1.38
H 1.42 2.09 0.00
H 0.02 -1.31 -1.67
H -1.14 1.11 1.33
H -1.45 -2.03 -0.03
H -2.21 -0.73 0.99
H -0.86 -1.49 1.46

Calculated values
Kohn-Sham gap (alpha / beta) (eV): 8.6 / 8.6
HOMO level (alpha / beta) (eV): -9.8 / -9.8

Partial atomic charges computed with the natural (NBO) method, in multiples of e: -0.2852, -0.3084, -0.2602, -0.2410, -0.6472, 0.4580, -0.6611, 0.1951, 0.1876, 0.2221, 0.2069, 0.2286, 0.1966, 0.2369, 0.2443, 0.2270



Version three
Density functional theory data (ωB97M-V/def2-TZVPD) for a 2-piece molecular cluster, C6H9F overall.

Positions of all 16 atoms, in Å:
C -1.22 1.53 -1.15
C -1.84 2.09 -2.14
C 0.36 1.50 0.98
C -0.34 -0.74 1.65
C 1.37 -0.50 -0.18
C 0.71 0.08 1.11
F -0.79 1.72 1.61
H -1.31 1.80 -3.05
H -2.87 2.42 -2.18
H -0.50 -0.59 2.70
H -0.14 -1.84 1.70
H -1.22 -0.52 1.00
H 1.88 0.42 -0.67
H 0.59 -0.80 -0.96
H 2.26 -1.12 -0.03
H 1.55 0.24 1.82

Calculated values
Kohn-Sham gap (eV): 7.8
HOMO level (eV): -8.3

Partial atomic charges computed with the natural (NBO) method, in multiples of e: 0.2735, -0.8186, 0.4395, -0.6226, -0.6083, -0.4662, -0.3625, 0.2973, 0.2880, 0.2163, 0.2132, 0.2199, 0.2232, 0.2229, 0.2245, 0.2602



It is version three that is the least stable of them.



Version one
Density functional theory data (ωB97M-V/def2-TZVPD) for C46H48AsEuF2N9P2S5Se as an isolated structure.

Positions of all 115 atoms, in Å:
Eu -0.39 -2.42 1.63
N 3.31 -5.77 1.70
C 3.96 -6.13 2.85
C 4.62 -4.99 3.24
N 4.36 -3.95 2.37
C 3.54 -4.48 1.50
C 2.92 -3.65 0.43
N 2.42 -2.46 0.69
C 2.18 -1.85 -0.55
C 2.50 -2.73 -1.54
N 2.97 -3.87 -0.92
H 2.63 -6.32 1.06
H 4.03 -7.12 3.24
H 5.38 -4.86 4.01
H 1.89 -0.80 -0.57
H 2.49 -2.65 -2.62
H 2.94 -4.82 -1.32
S -2.18 -7.22 -0.06
As -0.55 -6.03 0.44
S -0.43 -5.21 2.53
S -0.46 -4.14 -0.74
S 1.21 -7.06 -0.15
C -0.70 1.31 -1.53
P -1.97 0.23 -0.57
C -2.97 1.51 0.36
C -2.50 2.81 0.53
C -3.24 3.76 1.22
C -4.50 3.45 1.75
C -5.02 2.16 1.56
C -4.26 1.20 0.89
C -3.17 -0.16 -1.92
C -2.90 -1.40 -2.49
C -3.68 -1.83 -3.59
C -4.63 -1.06 -4.15
C -4.85 0.23 -3.65
C -4.14 0.66 -2.51
P -1.26 2.71 -2.57
C 0.27 3.61 -2.94
C 0.39 4.45 -4.08
C 1.46 5.32 -4.28
C 2.52 5.32 -3.37
C 2.41 4.54 -2.22
C 1.28 3.72 -1.97
C -1.72 1.96 -4.20
C -1.11 0.85 -4.84
C -1.44 0.50 -6.13
C -2.43 1.21 -6.79
C -3.08 2.31 -6.18
C -2.71 2.65 -4.89
H -0.09 0.64 -2.12
H -0.11 1.60 -0.64
H -1.52 3.15 0.18
H -2.80 4.75 1.30
H -5.08 4.19 2.27
H -5.98 1.94 1.98
H -4.59 0.18 0.84
H -2.21 -2.05 -2.00
H -3.51 -2.83 -3.87
H -5.29 -1.41 -4.97
H -5.55 0.85 -4.13
H -4.37 1.72 -2.24
H -0.39 4.43 -4.85
H 1.42 5.92 -5.20
H 3.39 5.93 -3.60
H 3.17 4.55 -1.43
H 1.27 3.12 -1.05
H -0.36 0.28 -4.27
H -0.97 -0.38 -6.55
H -2.64 0.93 -7.81
H -3.85 2.86 -6.74
H -3.18 3.49 -4.39
C -5.25 -4.32 -0.54
C -4.25 -4.58 0.54
C -3.63 -3.40 1.11
N -3.26 -2.53 1.78
H -5.31 -5.28 -1.06
H -4.99 -3.59 -1.27
H -6.24 -4.07 -0.16
H -3.47 -5.24 0.17
H -4.69 -5.06 1.41
C 3.75 2.24 4.00
N 4.17 1.00 3.44
C 3.72 -0.24 3.82
Se 2.72 -0.64 5.27
N 4.21 -1.13 2.91
C 5.00 -0.48 1.98
C 5.78 -0.94 0.92
C 6.54 0.02 0.23
C 6.50 1.36 0.63
C 5.75 1.82 1.69
C 5.00 0.85 2.37
H 2.95 2.11 4.73
H 3.32 2.79 3.13
H 4.60 2.78 4.45
H 4.06 -2.16 2.92
H 5.76 -1.99 0.61
H 7.15 -0.27 -0.61
H 7.21 2.04 0.16
H 5.82 2.87 2.03
S -1.40 -1.02 4.71
C -1.11 0.62 4.73
N -1.01 1.47 3.69
C -0.67 2.84 4.07
C -0.76 2.79 5.57
N -1.00 1.39 5.85
H -0.90 1.18 2.73
H -1.34 3.61 3.60
H 0.35 3.05 3.76
H -1.62 3.40 5.90
H 0.12 3.19 6.03
H -1.05 0.89 6.71
F 1.95 1.92 0.70
C 0.87 1.42 1.59
F 1.20 0.03 1.75
H 1.33 1.86 2.56

Calculated values
Kohn-Sham gap (alpha / beta) (eV): 2.0 / 3.4
2S+1: 8
HOMO level (alpha / beta) (eV): 1.6 / -0.8
Net charge: -2

Löwdin atomic charge list, values in e, 99 entries: 1.0586, 0.0789, -0.0940, -0.1499, 0.0766, -0.3217, -0.2985, 0.0388, -0.1958, -0.1542, 0.0974, -0.0537, 0.0975, 0.0921, 0.0862, 0.1070, 0.1284, -0.0076, -0.5728, -0.2970, -0.2339, -0.1240, -0.5068, 1.0405, -0.3669, -0.1505, -0.1053, -0.1003, -0.0929, -0.0845, -0.4019, -0.1050, -0.0910, -0.1107, -0.0894, -0.1004, 1.0193, -0.3702, -0.1102, -0.1146, -0.1122, -0.0800, -0.0815, -0.3823, -0.0701, -0.0969, -0.0976, -0.0873, -0.1593, 0.0297, -0.0156, 0.0742, 0.0949, 0.0834, 0.0889, 0.0860, 0.0250, 0.0897, 0.1086, 0.0776, 0.1161, 0.0947, 0.0978, 0.0877, 0.1023, 0.0785, 0.1103, 0.1025, 0.0881, 0.0982, 0.0911, -0.0945, -0.2737, -0.2509, 0.0991, 0.0740, 0.0568, 0.0725, -0.0230, 0.1277, -0.0628, -0.0867, -0.7971, 0.5420, 0.1187, -0.1747, -0.0060, -0.0972, -0.1283, -0.0248, -0.1919, 0.0338, 0.0966, 0.0933, 0.0969, 0.1096, 0.0875, 0.0909, 0.1135



Version two
Density functional theory data (ωB97M-V/def2-TZVPD) for C46H48AsEuF2N9P2S5Se as an isolated structure.

Positions of all 115 atoms, in Å:
Eu 11.54 14.63 15.65
N 15.20 17.27 16.39
C 15.81 16.13 16.88
C 14.83 15.26 17.07
N 13.60 15.79 16.89
C 13.85 16.98 16.42
C 12.74 17.87 16.11
N 11.48 17.39 16.02
C 10.73 18.52 15.74
C 11.52 19.60 15.57
N 12.82 19.19 15.87
H 15.70 18.13 16.18
H 16.85 15.97 16.87
H 14.97 14.24 17.35
H 9.66 18.43 15.60
H 11.24 20.62 15.35
H 13.66 19.77 15.74
S 12.74 13.65 10.73
As 12.09 15.44 11.77
S 13.89 13.79 14.36
S 10.29 15.25 13.00
S 13.78 15.64 13.58
C 12.77 11.46 18.35
P 12.15 11.58 16.61
C 13.34 10.55 15.61
C 14.36 9.89 16.30
C 15.00 8.81 15.70
C 14.66 8.46 14.41
C 13.81 9.25 13.67
C 13.14 10.34 14.27
C 10.70 10.45 16.44
C 9.46 10.95 16.88
C 8.33 10.20 16.73
C 8.37 9.03 15.98
C 9.53 8.52 15.48
C 10.68 9.25 15.70
P 12.56 9.89 19.33
C 13.33 10.39 20.92
C 12.65 10.24 22.19
C 13.24 10.51 23.41
C 14.61 10.89 23.44
C 15.27 11.10 22.27
C 14.60 10.93 21.01
C 10.80 9.95 19.74
C 10.19 11.15 20.08
C 8.84 11.17 20.35
C 8.10 9.98 20.30
C 8.71 8.76 20.03
C 10.08 8.77 19.80
H 12.32 12.29 18.87
H 13.83 11.72 18.32
H 14.59 10.07 17.36
H 15.73 8.24 16.31
H 15.12 7.57 13.95
H 13.58 9.12 12.61
H 12.48 11.00 13.74
H 9.43 11.92 17.39
H 7.37 10.46 17.09
H 7.41 8.49 15.80
H 9.48 7.63 14.83
H 11.66 8.93 15.22
H 11.60 9.87 22.16
H 12.68 10.40 24.34
H 15.11 11.04 24.35
H 16.30 11.47 22.23
H 15.17 11.17 20.09
H 10.65 12.08 20.05
H 8.35 12.13 20.48
H 7.02 10.09 20.32
H 8.16 7.78 19.96
H 10.59 7.80 19.60
C 18.70 11.92 15.80
C 17.17 11.85 15.91
C 16.82 11.89 17.35
N 16.68 11.93 18.48
H 19.04 11.87 14.71
H 19.15 11.05 16.37
H 19.05 12.83 16.31
H 16.70 11.01 15.52
H 16.75 12.79 15.48
C 15.66 18.61 13.16
N 16.99 18.25 12.67
C 18.21 18.62 13.05
Se 18.68 19.67 14.46
N 19.08 18.00 12.25
C 18.45 17.27 11.24
C 18.88 16.44 10.22
C 17.88 15.77 9.48
C 16.53 15.97 9.76
C 16.11 16.81 10.80
C 17.09 17.43 11.53
H 15.33 17.96 13.97
H 14.99 18.31 12.34
H 15.51 19.66 13.36
H 20.09 18.09 12.40
H 19.93 16.32 10.08
H 18.19 15.13 8.66
H 15.82 15.29 9.25
H 15.07 16.89 11.04
S 19.22 10.33 11.63
C 17.93 11.48 11.77
N 16.63 11.26 11.49
C 15.87 12.54 11.30
C 16.75 13.45 12.12
N 18.03 12.79 12.09
H 16.31 10.44 11.14
H 14.86 12.45 11.70
H 15.78 12.85 10.25
H 16.30 13.55 13.11
H 16.77 14.50 11.74
H 18.88 13.20 12.37
F 9.78 14.39 19.95
C 10.80 14.68 18.97
F 9.94 15.05 17.83
H 11.17 15.67 19.19

Calculated values
Kohn-Sham gap (alpha / beta) (eV): 4.6 / 4.6
2S+1: 8
HOMO level (alpha / beta) (eV): -1.3 / -1.3
Net charge: -2

Löwdin atomic charge list, values in e, 99 entries: 1.0617, 0.1104, -0.0941, -0.2222, 0.0209, -0.3637, -0.3030, 0.0619, -0.1362, -0.1061, 0.1053, 0.1378, 0.1015, 0.0805, 0.1086, 0.0978, 0.1627, -0.3282, -0.1213, -0.1932, -0.4319, -0.2322, -0.5188, 0.9903, -0.4125, -0.1346, -0.1096, -0.1201, -0.0828, -0.1340, -0.3498, -0.1132, -0.1043, -0.1202, -0.1033, -0.0769, 1.0232, -0.3645, -0.0894, -0.0965, -0.1281, -0.0929, -0.0950, -0.4344, -0.1050, -0.0673, -0.1015, -0.1095, -0.1310, -0.0105, 0.0152, 0.0666, 0.1178, 0.1080, 0.1099, 0.1050, 0.1116, 0.0955, 0.1070, 0.1095, 0.1090, 0.1013, 0.0948, 0.0771, 0.0996, 0.0543, 0.0610, 0.1064, 0.0903, 0.1145, 0.1074, -0.0992, -0.2103, -0.2334, 0.1638, 0.0744, 0.0909, 0.0730, 0.0731, 0.0985, -0.0416, -0.0475, -0.8729, 0.4784, 0.0894, -0.1795, -0.0187, -0.0899, -0.0838, -0.0093, -0.1520, 0.0254, 0.0763, 0.0845, 0.1533, 0.0986, 0.1040, 0.1145, 0.0748



It is version one that is the least stable of them.